1.
The following is a DFT calculation (wB97M-V/def2-TZVPD) of 2 unconnected molecules or ions with the total composition CH4O2S in a non-equilibrium geometry.

The calculation puts the molecular weight at 80.1 g mol⁻¹. For the HOMO energy, the calculation gives -9.51 eV. The LUMO energy comes out at 0.54 eV. As for the spin multiplicity: 1. Its structure (SMILES) is O=CO.S. Its total energy is -16031.4941 eV. As for the maximum force: 2.97 eV/A.

Last column: natural (NBO) charge in e.
Element x y z (Å)
C  -1.41  0.30  0.80  0.647
O  -0.76  1.36  1.31  -0.714
O  -0.85  -0.29  -0.05  -0.588
S  2.22  -1.30  -1.81  -0.290
H  2.11  -0.81  -0.57  0.137
H  -2.49  0.19  1.09  0.143
H  0.23  1.49  1.08  0.513
H  0.97  -0.93  -1.84  0.153



2.
The following is a DFT calculation (wB97M-V/def2-TZVPD) of 7 unconnected molecules or ions with the total composition C22H29N7 in a non-equilibrium geometry.

The calculation puts the molecular weight at 391.5 g mol⁻¹. For the HOMO energy, the calculation gives -8.09 eV. The LUMO energy comes out at 0.22 eV. As for the spin multiplicity: 1. Its structure (SMILES) is c1cc[nH]c1.c1cc[nH]c1.c1cc[nH]c1.c1cc[nH]c1.CC#N.CC#N.CC#N. Its total energy is -33710.4624 eV. As for the maximum force: 6.29 eV/A.

Last column: natural (NBO) charge in e.
Element x y z (Å)
C  5.65  -3.62  0.67  -0.730
C  6.46  -2.52  1.08  0.284
N  7.16  -1.64  1.47  -0.335
H  5.93  -4.44  1.32  0.264
H  5.68  -3.72  -0.42  0.261
H  4.66  -3.24  0.94  0.256
C  -1.06  7.32  2.88  -0.716
C  -1.37  7.94  4.18  0.283
N  -1.57  8.39  5.21  -0.335
H  -0.25  7.94  2.50  0.253
H  -1.96  7.60  2.32  0.253
H  -0.83  6.26  2.93  0.261
C  5.58  6.26  2.12  -0.721
C  4.38  5.62  2.63  0.298
N  3.40  5.05  2.98  -0.361
H  5.17  7.26  1.93  0.259
H  5.80  5.70  1.21  0.263
H  6.30  6.21  2.94  0.263
N  1.25  1.76  0.38  -0.500
C  -0.09  1.59  0.13  -0.088
C  -0.27  0.62  -0.87  -0.305
C  1.01  0.05  -1.07  -0.321
C  1.91  0.80  -0.28  -0.072
H  1.60  2.37  1.10  0.425
H  -0.85  2.24  0.55  0.205
H  -1.25  0.37  -1.25  0.225
H  1.33  -0.79  -1.67  0.222
H  2.95  0.67  -0.02  0.209
N  0.27  -2.73  2.98  -0.499
C  -0.36  -2.21  4.06  -0.065
C  -0.01  -2.94  5.26  -0.315
C  0.86  -3.94  4.73  -0.300
C  1.03  -3.78  3.39  -0.097
H  0.28  -2.41  2.03  0.420
H  -0.91  -1.29  3.89  0.204
H  -0.25  -2.67  6.27  0.231
H  1.32  -4.71  5.32  0.218
H  1.68  -4.15  2.61  0.201
N  -3.49  -5.35  -1.76  -0.513
C  -3.15  -4.68  -2.91  -0.086
C  -1.73  -4.55  -3.00  -0.305
C  -1.11  -5.12  -1.88  -0.313
C  -2.26  -5.54  -1.10  -0.068
H  -4.41  -5.70  -1.55  0.427
H  -3.97  -4.31  -3.50  0.205
H  -1.29  -3.96  -3.79  0.217
H  -0.04  -5.08  -1.74  0.234
H  -2.26  -6.01  -0.13  0.203
N  -5.03  0.54  -4.46  -0.532
C  -4.04  0.00  -5.28  -0.061
C  -4.03  0.65  -6.46  -0.311
C  -4.98  1.69  -6.33  -0.301
C  -5.55  1.62  -5.16  -0.067
H  -5.07  0.27  -3.49  0.413
H  -3.44  -0.82  -4.91  0.206
H  -3.28  0.44  -7.20  0.224
H  -5.26  2.40  -7.09  0.221
H  -6.27  2.30  -4.73  0.210



3.
The following is a DFT calculation (wB97M-V/def2-TZVPD) of a gas-phase ion, CH9N5 (charge +2) in a non-equilibrium geometry.

The calculation puts the molecular weight at 91.1 g mol⁻¹. For the HOMO energy, the calculation gives -18.35 eV. The LUMO energy comes out at -8.19 eV. As for the spin multiplicity: 1. Its structure (SMILES) is NN([NH3+])/C=N/[NH3+]. Its charge is +2. Its total energy is -8611.4625 eV. As for the maximum force: 3.46 eV/A.

Last column: natural (NBO) charge in e.
Element x y z (Å)
C  0.41  0.52  0.06  0.297
N  1.15  -0.16  -0.72  -0.322
N  -1.54  -0.98  -0.44  -0.639
N  -0.97  0.08  0.17  -0.082
N  2.53  0.14  -1.18  -0.539
N  -1.66  0.34  1.44  -0.588
H  0.59  1.11  0.89  0.210
H  -0.86  -1.67  -0.65  0.406
H  -2.25  -0.78  -1.12  0.416
H  2.52  -0.51  -2.04  0.493
H  3.16  -0.27  -0.50  0.455
H  2.84  1.10  -1.35  0.464
H  -2.62  -0.03  1.49  0.481
H  -1.22  -0.19  2.32  0.472
H  -2.08  1.28  1.62  0.476



4.
The following is a DFT calculation (wB97M-V/def2-TZVPD) of a molecular structure, C37H53AsN5RuSSi2Te.

The calculation puts the molecular weight at 959.7 g mol⁻¹. For the HOMO energy (alpha / beta), the calculation gives -6.89 / -6.82 eV. The LUMO energy (alpha / beta) comes out at -0.73 / -0.67 eV. As for the spin multiplicity: 2. Its total energy is -143984.2698 eV. As for the maximum force: 0.45 eV/A.

Last column: Mulliken charge in e.
Element x y z (Å)
Ru  0.48  0.27  -1.63  -0.707
C  2.39  -4.03  2.13  -0.648
C  1.53  -4.49  0.96  -0.614
N  0.52  -3.53  0.51  0.171
C  0.84  -2.34  -0.10  -0.278
S  0.01  -1.98  -1.58  -0.585
N  1.79  -1.58  0.39  -0.543
N  1.99  -0.53  -0.47  0.785
C  3.18  -0.04  -0.58  0.377
C  4.28  -0.36  0.38  -1.662
C  3.41  0.67  -1.83  0.556
C  4.66  1.15  -2.22  -0.846
C  4.85  1.54  -3.53  -0.495
C  3.79  1.45  -4.42  -0.823
C  2.56  1.03  -3.96  -0.731
N  2.36  0.66  -2.69  0.204
H  3.13  -4.80  2.34  0.445
H  1.79  -3.86  3.02  0.135
H  2.91  -3.10  1.90  0.063
H  0.97  -5.37  1.27  0.422
H  2.17  -4.78  0.11  0.283
H  -0.23  -3.98  0.01  0.326
H  3.85  -0.67  1.33  0.185
H  4.92  0.51  0.54  0.537
H  4.91  -1.18  0.01  0.290
H  5.47  1.17  -1.51  0.369
H  5.81  1.91  -3.85  0.432
H  3.90  1.72  -5.46  0.467
H  1.69  0.98  -4.60  0.632
C  -5.15  -0.91  0.17  -1.117
N  -3.94  -1.33  -0.49  0.307
C  -3.32  -2.47  0.15  -0.644
C  -3.00  -0.31  -0.95  -1.772
C  -2.16  0.43  0.09  2.295
C  -2.81  1.06  1.14  -0.207
C  -2.14  1.82  2.09  -0.917
C  -0.77  1.95  2.00  -1.094
C  -0.10  1.34  0.94  -0.389
C  -0.77  0.60  -0.04  1.236
H  -5.90  -1.69  0.08  0.395
H  -5.53  0.00  -0.30  0.316
H  -5.02  -0.71  1.25  0.293
H  -4.07  -3.25  0.31  0.454
H  -2.87  -2.22  1.12  -0.045
H  -2.53  -2.87  -0.49  0.141
H  -3.57  0.43  -1.52  0.372
H  -2.33  -0.79  -1.65  -0.155
H  -3.89  0.99  1.22  0.413
H  -2.69  2.29  2.90  0.409
H  -0.21  2.51  2.73  0.462
H  0.98  1.47  0.88  0.267
C  -3.44  1.04  -5.48  -1.088
Si  -1.64  0.58  -5.24  0.507
C  -0.67  1.28  -6.69  -1.147
C  -1.44  -1.28  -5.14  -1.058
As  -0.98  1.43  -3.16  0.282
Si  -0.22  3.63  -3.39  0.445
C  0.41  4.08  -1.68  -1.034
C  1.16  3.97  -4.63  -1.033
C  -1.69  4.70  -3.87  -1.138
H  -3.82  0.69  -6.45  0.358
H  -3.58  2.12  -5.44  0.276
H  -4.06  0.60  -4.70  0.264
H  -1.09  0.90  -7.62  0.417
H  0.39  0.99  -6.67  0.343
H  -0.72  2.37  -6.72  0.243
H  -1.27  -1.73  -6.12  0.438
H  -2.34  -1.74  -4.72  0.285
H  -0.61  -1.55  -4.49  0.118
H  1.16  3.36  -1.35  0.099
H  -0.39  4.06  -0.94  0.251
H  0.88  5.07  -1.66  0.484
H  2.14  3.76  -4.19  0.265
H  1.13  5.03  -4.90  0.445
H  1.07  3.39  -5.55  0.280
H  -2.51  4.57  -3.16  0.303
H  -2.06  4.43  -4.86  0.271
H  -1.41  5.75  -3.88  0.371
Te  1.35  -0.77  3.79  0.336
C  2.13  -1.13  5.72  0.053
C  1.52  -2.01  6.60  -0.184
C  2.08  -2.27  7.84  -0.559
C  3.28  -1.67  8.20  -0.454
C  3.90  -0.79  7.33  -0.552
C  3.33  -0.52  6.09  -0.359
C  -0.67  -0.85  4.36  -0.214
C  -1.15  -0.13  5.46  -0.299
C  -2.50  -0.17  5.77  -0.601
C  -3.38  -0.90  4.98  -0.565
C  -2.90  -1.61  3.89  -0.497
C  -1.55  -1.59  3.59  -0.086
H  0.59  -2.49  6.32  0.449
H  1.59  -2.96  8.52  0.368
H  3.72  -1.87  9.17  0.370
H  4.82  -0.31  7.61  0.368
H  3.81  0.18  5.42  0.339
H  -0.47  0.45  6.07  0.500
H  -2.87  0.39  6.62  0.381
H  -4.43  -0.92  5.22  0.385
H  -3.58  -2.19  3.28  0.443
H  -1.17  -2.15  2.74  0.368



5.
The following is a DFT calculation (wB97M-V/def2-TZVPD) of a molecular structure, C4H9BrN in a non-equilibrium geometry.

The calculation puts the molecular weight at 151.0 g mol⁻¹. For the HOMO energy (alpha / beta), the calculation gives -13.12 / -13.12 eV. The LUMO energy (alpha / beta) comes out at -5.96 / -5.96 eV. As for the spin multiplicity: 1. Its charge is +1. Its total energy is -75815.3160 eV. As for the maximum force: 4.84 eV/A.

Last column: natural (NBO) charge in e.
Element x y z (Å)
C  -2.32  1.24  0.21  -0.246
C  -1.47  1.20  -1.00  -0.229
C  2.75  -0.79  -0.04  -0.699
C  1.64  -1.43  0.75  -0.117
N  -1.51  0.09  -0.02  -0.636
Br  0.33  -0.52  1.54  0.564
H  -2.07  1.96  1.01  0.212
H  -3.40  1.10  0.13  0.221
H  -1.96  0.84  -1.91  0.216
H  -0.69  1.84  -1.18  0.220
H  3.59  -0.80  0.71  0.293
H  2.92  -1.56  -0.92  0.283
H  2.50  0.22  -0.25  0.251
H  1.66  -2.54  1.02  0.257
H  -1.96  -0.84  -0.08  0.411



6.
The following is a DFT calculation (wB97M-V/def2-TZVPD) of a molecular structure, C43H61Br3N12O18 in a non-equilibrium geometry.

The calculation puts the molecular weight at 1273.7 g mol⁻¹. For the HOMO energy, the calculation gives -7.84 eV. The LUMO energy comes out at -0.14 eV. As for the spin multiplicity: 1. Its total energy is -310448.7126 eV. As for the maximum force: 2.18 eV/A.

Last column: Mulliken charge in e.
Element x y z (Å)
C  14.16  13.25  24.68  -0.373
Br  14.52  15.10  24.19  -0.021
Br  14.35  13.06  26.60  -0.054
Br  15.24  11.94  23.71  0.159
H  13.10  13.11  24.51  0.294
C  16.97  11.21  19.21  -0.310
C  17.44  10.36  18.19  -0.146
C  16.93  10.51  16.92  0.419
C  16.06  11.55  16.58  -0.597
C  15.58  12.36  17.59  -0.596
C  16.01  12.13  18.91  0.263
O  15.31  12.79  19.90  -0.388
O  17.39  9.67  15.92  -0.569
H  17.27  11.20  20.25  0.456
H  18.10  9.54  18.43  0.383
H  15.69  11.69  15.58  0.470
H  14.87  13.16  17.39  0.079
H  15.05  13.67  19.62  0.293
H  18.33  9.49  15.94  0.312
C  9.87  9.81  24.76  -0.872
C  9.62  8.73  23.92  -0.711
C  8.80  7.68  24.27  0.083
C  8.06  7.77  25.44  -0.392
C  8.33  8.81  26.33  -0.859
C  9.25  9.77  26.00  0.606
O  9.50  10.74  26.96  -0.570
O  8.69  6.66  23.36  -0.266
H  10.64  10.51  24.46  0.630
H  10.18  8.67  22.99  0.816
H  7.43  6.94  25.75  0.423
H  7.66  8.92  27.17  0.417
H  9.54  11.63  26.60  0.302
H  8.17  5.92  23.70  0.302
C  12.08  4.19  24.45  -0.849
C  11.00  3.87  25.27  -0.427
C  10.48  4.74  26.22  -0.440
C  10.93  6.06  26.21  0.023
C  11.98  6.42  25.37  -0.809
C  12.53  5.50  24.50  0.488
O  13.39  5.90  23.49  -0.222
O  9.37  4.40  26.96  -0.533
H  12.53  3.37  23.89  0.499
H  10.60  2.86  25.28  0.414
H  10.38  6.84  26.71  0.659
H  12.25  7.47  25.27  0.635
H  14.16  6.38  23.92  0.313
H  9.56  3.68  27.56  0.366
C  10.62  3.54  18.63  -0.589
C  11.85  3.83  19.22  -0.580
C  11.83  4.32  20.52  0.251
C  10.64  4.61  21.17  0.594
C  9.41  4.27  20.59  -0.649
C  9.45  3.74  19.31  0.071
O  8.24  3.34  18.74  -0.548
O  13.03  4.54  21.15  -0.140
H  10.64  3.06  17.65  0.469
H  12.74  3.45  18.74  0.529
H  10.57  4.86  22.22  -0.059
H  8.53  4.35  21.20  0.421
H  7.96  2.49  19.08  0.308
H  12.88  4.95  22.02  -0.008
C  6.37  8.82  21.50  -0.188
C  5.70  9.96  21.10  -0.520
C  4.32  10.00  20.97  -0.009
C  3.62  8.81  20.97  -0.410
C  4.28  7.62  21.29  -0.498
C  5.64  7.62  21.55  0.459
O  6.26  6.43  21.79  -0.527
O  3.66  11.21  20.82  -0.546
H  7.40  8.89  21.81  0.383
H  6.30  10.85  20.97  0.471
H  2.53  8.81  20.98  0.383
H  3.88  6.62  21.18  0.403
H  7.20  6.64  21.91  0.284
H  3.44  11.54  21.69  0.334
C  12.54  8.64  19.52  -0.342
C  13.55  7.77  19.90  -0.388
C  14.58  8.26  20.71  -0.352
C  14.60  9.59  21.06  0.977
C  13.50  10.39  20.81  -0.004
C  12.47  9.95  20.00  0.529
O  11.33  10.67  19.81  -0.635
O  15.56  7.39  21.17  0.306
H  11.69  8.27  18.96  0.054
H  13.54  6.69  19.83  0.251
H  15.43  9.98  21.64  -0.823
H  13.45  11.40  21.19  0.518
H  10.69  10.40  19.13  0.134
H  15.58  7.51  22.13  -0.439
C  12.89  11.65  15.52  0.372
O  13.38  11.46  14.42  -0.678
N  12.59  12.87  16.11  -0.196
N  12.81  10.64  16.45  0.149
H  12.72  13.72  15.60  0.234
H  11.83  12.84  16.76  0.086
H  12.89  9.69  16.14  0.189
H  12.40  10.77  17.36  -0.087
C  8.93  9.51  17.05  0.401
O  9.63  10.42  17.51  -0.318
N  9.12  8.21  17.39  -0.281
N  7.84  9.73  16.27  -0.453
H  9.70  8.03  18.19  0.221
H  8.69  7.43  16.92  0.167
H  7.18  9.02  16.01  0.167
H  7.64  10.69  16.03  0.225
C  16.37  7.85  24.71  0.599
O  15.27  7.44  24.32  -0.630
N  17.22  8.57  23.94  -0.122
N  16.80  7.61  25.98  -0.467
H  16.99  8.74  22.97  -0.159
H  18.18  8.66  24.20  0.211
H  16.11  7.10  26.50  0.253
H  17.75  7.77  26.23  0.172
C  10.64  14.30  18.92  0.363
O  10.48  15.45  19.28  -0.673
N  11.83  13.60  18.95  -0.009
N  9.67  13.67  18.18  -0.230
H  12.59  13.93  19.53  0.166
H  11.61  12.62  19.13  0.087
H  9.59  12.67  18.05  0.210
H  8.86  14.25  18.02  0.218
C  17.08  3.98  20.09  0.538
O  18.06  3.98  19.35  -0.689
N  17.15  3.62  21.42  -0.327
N  15.90  4.55  19.76  -0.027
H  16.36  3.63  22.04  0.179
H  17.96  3.05  21.56  0.222
H  15.24  4.86  20.46  -0.204
H  15.65  4.89  18.85  0.216
C  19.34  9.06  20.72  0.449
O  18.81  9.83  21.54  -0.580
N  20.33  9.52  19.89  -0.382
N  18.90  7.80  20.49  -0.263
H  20.37  10.52  19.86  0.233
H  21.04  8.88  19.59  0.194
H  17.94  7.54  20.69  0.057
H  19.38  7.27  19.79  0.220